(1)
DFT (ωB97M-V/def2-TZVPD) results for C36H45BF4N6O2PdS as an isolated structure.

Output
Total charge: -2
Lowest unoccupied orbital energy (spin up / spin down), eV: 4.2 / 4.2
HOMO level (spin up / spin down), eV: -1.7 / -1.7

CARTESIAN COORDINATES (ANGSTROEM)
Pd: 0.15 0.64 0.50
C: 1.69 -3.89 3.22
C: 0.51 -4.54 2.50
C: 0.87 -5.01 1.08
C: -0.82 -3.80 2.55
C: -1.94 -4.62 2.77
C: -3.22 -4.12 2.85
C: -3.42 -2.76 2.72
C: -2.35 -1.90 2.52
C: -2.58 -0.41 2.40
C: -3.87 -0.05 1.68
C: -2.51 0.24 3.79
C: -1.05 -2.42 2.43
N: -0.04 -1.44 2.37
C: 0.84 -1.41 1.44
C: 1.80 -0.28 1.35
N: 1.71 0.73 2.20
C: 2.77 1.59 2.39
C: 4.07 1.09 2.64
C: 5.14 1.97 2.77
C: 4.96 3.34 2.72
C: 3.67 3.82 2.58
C: 2.57 2.99 2.43
C: 1.24 3.72 2.25
C: 1.04 4.13 0.79
C: -0.02 3.03 2.76
C: 4.35 -0.39 2.86
C: 4.87 -0.63 4.28
C: 5.32 -0.96 1.82
H: 2.49 -4.63 3.33
H: 1.40 -3.56 4.22
H: 2.12 -3.04 2.70
H: 0.31 -5.46 3.06
H: 0.97 -4.20 0.37
H: 0.07 -5.65 0.68
H: 1.80 -5.58 1.10
H: -1.77 -5.69 2.86
H: -4.06 -4.79 2.99
H: -4.42 -2.35 2.75
H: -1.75 0.01 1.82
H: -4.76 -0.25 2.29
H: -3.97 -0.60 0.75
H: -3.87 1.02 1.46
H: -3.29 -0.16 4.44
H: -2.64 1.32 3.71
H: -1.54 0.05 4.25
H: 0.89 -2.15 0.64
H: 2.62 -0.35 0.63
H: 6.13 1.56 2.93
H: 5.80 4.01 2.82
H: 3.50 4.89 2.58
H: 1.36 4.64 2.84
H: 0.11 4.69 0.67
H: 0.99 3.25 0.14
H: 1.86 4.76 0.44
H: -0.83 3.76 2.86
H: 0.12 2.51 3.71
H: -0.31 2.27 2.02
H: 3.42 -0.94 2.78
H: 5.82 -0.11 4.45
H: 5.03 -1.70 4.46
H: 4.15 -0.27 5.02
H: 6.32 -0.56 1.95
H: 4.99 -0.72 0.81
H: 5.38 -2.05 1.91
N: 3.74 7.27 -2.96
C: 3.41 5.91 -2.86
C: 3.86 5.15 -1.78
C: 3.56 3.80 -1.70
C: 2.81 3.19 -2.71
C: 2.37 3.94 -3.79
C: 2.67 5.29 -3.87
S: 2.38 1.47 -2.54
O: 3.43 0.89 -1.74
O: 2.19 0.96 -3.88
N: 1.08 1.48 -1.63
C: -0.15 1.80 -2.07
N: -1.11 1.57 -1.12
C: -2.37 1.67 -1.49
C: -2.74 2.08 -2.76
C: -1.70 2.44 -3.60
N: -0.42 2.32 -3.28
H: 3.89 7.70 -2.05
H: 3.05 7.81 -3.47
H: 4.43 5.62 -0.99
H: 3.89 3.21 -0.86
H: 1.78 3.45 -4.55
H: 2.33 5.87 -4.71
H: -3.11 1.41 -0.74
H: -3.78 2.14 -3.07
H: -1.90 2.83 -4.59
F: -3.68 -2.34 -0.69
B: -2.38 -2.52 -1.21
F: -2.41 -2.35 -2.60
F: -1.93 -3.81 -0.89
F: -1.51 -1.57 -0.63

---

(2)
DFT (ωB97M-V/def2-TZVPD) results for C36H45BrCsN4OP2S4Sb as an isolated structure.

Output
Total charge: -2
Lowest unoccupied orbital energy, eV: 3.5
HOMO level, eV: -1.5

CARTESIAN COORDINATES (ANGSTROEM)
Cs: -0.33 0.11 0.30
C: -0.24 1.39 -5.58
C: -1.41 1.47 -4.60
C: -2.22 2.74 -4.82
P: -0.84 1.06 -2.85
C: 0.50 2.28 -2.43
C: 1.86 1.77 -2.92
C: 0.28 3.74 -2.78
C: -2.36 1.53 -1.91
C: -3.54 0.94 -2.39
C: -4.78 1.18 -1.85
C: -4.87 2.03 -0.75
C: -3.74 2.60 -0.22
C: -2.45 2.37 -0.76
N: -1.31 2.80 -0.13
C: -1.21 4.01 0.45
C: -2.01 5.14 0.12
C: -1.79 6.38 0.69
C: -0.79 6.58 1.63
C: 0.00 5.49 1.97
C: -0.18 4.23 1.41
P: 0.90 2.82 1.88
C: 0.49 2.78 3.70
C: -0.91 2.17 3.82
C: 1.48 2.01 4.57
C: 2.60 3.58 1.81
C: 2.76 4.37 0.51
C: 3.65 2.47 1.85
H: -0.61 1.36 -6.61
H: 0.41 2.26 -5.49
H: 0.38 0.50 -5.42
H: -2.06 0.62 -4.82
H: -1.59 3.63 -4.76
H: -2.67 2.72 -5.82
H: -3.02 2.85 -4.10
H: 0.51 2.24 -1.34
H: 1.96 1.80 -4.01
H: 2.66 2.39 -2.51
H: 2.05 0.74 -2.61
H: 0.41 3.92 -3.85
H: -0.71 4.08 -2.48
H: 1.01 4.37 -2.26
H: -3.47 0.25 -3.23
H: -5.66 0.70 -2.26
H: -5.83 2.22 -0.28
H: -3.81 3.22 0.67
H: -2.78 5.03 -0.63
H: -2.42 7.21 0.38
H: -0.62 7.55 2.08
H: 0.80 5.63 2.70
H: 0.45 3.82 4.05
H: -0.90 1.12 3.55
H: -1.27 2.24 4.86
H: -1.63 2.69 3.18
H: 1.61 0.99 4.22
H: 2.45 2.50 4.60
H: 1.10 1.96 5.60
H: 2.75 4.25 2.67
H: 2.51 3.73 -0.34
H: 2.11 5.24 0.48
H: 3.79 4.69 0.39
H: 3.57 1.84 0.97
H: 4.66 2.90 1.85
H: 3.56 1.82 2.72
S: 5.51 -1.95 -2.99
Sb: 3.38 -2.72 -2.97
S: 2.32 -1.91 -0.81
S: 3.20 -3.53 0.18
S: 3.34 -4.78 -1.50
Br: -6.95 0.05 2.60
C: -5.47 -1.10 2.28
C: -4.95 -1.17 0.92
C: -3.47 -1.44 0.75
C: -2.78 -1.81 2.01
C: -3.80 -2.68 2.69
C: -4.91 -1.84 3.23
N: -1.59 -1.47 2.34
C: -0.97 -1.81 3.49
C: 0.43 -1.63 3.62
C: 1.10 -2.07 4.80
C: 2.46 -2.00 4.89
C: 3.20 -1.48 3.82
C: 2.48 -1.02 2.73
N: 1.16 -1.06 2.62
H: -5.47 -0.63 0.14
H: -2.96 -0.98 -0.08
H: -3.38 -3.41 3.38
H: -5.24 -1.87 4.26
H: -1.50 -2.32 4.28
H: 0.51 -2.49 5.61
H: 2.96 -2.35 5.79
H: 4.28 -1.43 3.83
H: 3.01 -0.59 1.88
O: -4.36 -3.42 1.55
N: -4.44 -2.52 0.46

---

Looking at relative energy (zero: lowest compared OMol25 entry of this formula, charge and spin) for the records above, in order, we have 0.374, 2.224 eV.